Formula: C46H47BF4IN2NiOP2SSb
Source: OMol25
Level of theory: ωB97M-V/def2-TZVPD

Geometry (Å):
Ni 10.556 15.313 12.689
O 13.785 14.623 14.990
C 13.210 14.306 16.182
C 13.998 13.579 17.052
C 13.452 13.124 18.205
C 12.126 13.450 18.465
C 11.361 14.157 17.574
C 11.882 14.642 16.393
P 10.912 15.653 15.188
C 11.405 17.341 15.761
C 11.981 17.654 17.017
C 12.491 18.902 17.231
C 12.432 19.906 16.271
C 11.801 19.645 15.102
C 11.331 18.348 14.806
C 9.200 15.406 15.997
C 8.609 16.516 16.611
C 7.317 16.408 17.070
C 6.731 15.082 17.124
C 7.338 14.000 16.560
C 8.594 14.138 15.993
C 14.151 15.950 14.757
C 14.585 16.859 15.744
C 14.854 18.166 15.335
C 14.701 18.529 14.016
C 14.156 17.652 13.107
C 13.903 16.310 13.453
P 13.174 15.078 12.195
C 14.180 13.501 12.221
C 15.469 13.551 12.628
C 16.370 12.480 12.281
C 15.881 11.308 11.781
C 14.536 11.204 11.407
C 13.682 12.340 11.605
C 13.805 15.752 10.600
C 12.900 15.831 9.548
C 13.304 16.324 8.339
C 14.597 16.794 8.195
C 15.516 16.721 9.204
C 15.152 16.107 10.404
H 15.069 13.392 16.742
H 14.031 12.539 18.935
H 11.588 13.123 19.318
H 10.300 14.287 17.911
H 12.042 16.853 17.788
H 12.819 19.057 18.267
H 12.629 20.985 16.353
H 11.782 20.456 14.322
H 10.716 18.167 13.899
H 9.184 17.409 16.631
H 6.707 17.176 17.600
H 5.699 14.908 17.457
H 6.946 12.983 16.573
H 9.010 13.246 15.552
H 14.635 16.549 16.774
H 15.185 18.855 16.154
H 14.826 19.535 13.645
H 13.873 18.008 12.165
H 15.821 14.198 13.442
H 17.446 12.497 12.479
H 16.569 10.488 11.532
H 14.101 10.277 10.955
H 12.684 12.256 11.197
H 11.883 15.496 9.708
H 12.570 16.407 7.542
H 14.935 17.371 7.299
H 16.506 17.166 9.044
H 15.745 16.102 11.313
F 10.295 17.774 10.125
B 11.225 18.395 11.028
F 10.579 19.360 11.847
F 12.367 18.886 10.411
F 11.541 17.242 11.945
C 10.130 12.051 9.405
C 9.792 13.435 8.694
Sb 9.165 14.886 10.102
C 8.635 16.246 8.441
C 9.492 16.689 7.193
C 6.991 14.495 10.428
C 6.359 13.420 9.482
H 10.731 12.073 10.312
H 10.541 11.336 8.693
H 9.176 11.633 9.616
H 9.081 13.232 7.896
H 10.629 13.867 8.159
H 8.183 17.108 8.961
H 7.736 15.724 7.998
H 10.388 17.298 7.467
H 8.922 17.323 6.538
H 9.712 15.798 6.608
H 6.575 15.470 10.226
H 6.864 14.300 11.481
H 6.589 13.578 8.423
H 5.233 13.528 9.378
H 6.744 12.408 9.677
S 9.961 12.970 13.062
C 10.936 11.822 13.692
N 12.260 12.122 14.110
C 13.086 11.212 14.470
C 12.674 9.927 14.691
C 11.388 9.622 14.211
N 10.579 10.498 13.726
H 12.549 13.093 13.871
H 14.118 11.593 14.649
H 13.372 9.130 14.907
H 11.057 8.620 14.285
I 8.275 16.798 12.995

Orbital gap (alpha / beta) = 6.70 / 6.85 eV
Spin multiplicity = 3
F_max = 5.0 eV/A
LUMO energy (alpha / beta) = -0.022 / -0.022 Eh
Calculated total energy = -5517.4567 a.u.
Energy above the lowest of the compared OMol25 structures with the same formula, charge and spin = 0.9237 eV
<S²> = 2.009

Mulliken population analysis, charges in e, atoms 1 to 5: atom 1 (Ni): 1.378, atom 2 (O): 0.107, atom 3 (C): -0.307, atom 4 (C): -0.194, atom 5 (C): -0.888